1.
{"formula": "C11H15NO2P", "method": "ωB97M-V/def2-TZVPD", "symbols": ["C", "C", "C", "C", "C", "C", "C", "C", "C", "C", "C", "N", "O", "O", "P", "H", "H", "H", "H", "H", "H", "H", "H", "H", "H", "H", "H", "H", "H", "H"], "coordinates": [[5.549, -0.338, -0.213], [4.822, -1.512, -0.318], [4.818, 0.876, -0.170], [3.419, -1.486, -0.201], [3.488, 0.848, 0.189], [2.702, -0.327, 0.128], [-4.988, -2.581, -0.588], [-5.424, 0.954, -0.251], [1.219, -0.221, 0.452], [-4.912, -0.254, 0.564], [0.497, 0.884, -0.255], [-5.028, -1.531, -0.110], [-1.752, 0.407, 1.243], [-2.173, 1.555, -0.972], [-1.352, 0.577, -0.184], [6.646, -0.230, -0.296], [5.355, -2.367, -0.318], [5.424, 1.696, 0.009], [2.830, -2.383, -0.244], [2.887, 1.758, 0.345], [-1.346, -0.637, -0.957], [-4.982, 0.867, -1.256], [-6.549, 0.676, -0.314], [-5.123, 1.742, 0.347], [1.030, -0.104, 1.535], [0.704, -1.311, 0.293], [-5.544, -0.234, 1.548], [-3.770, -0.149, 0.836], [0.697, 1.723, 0.338], [0.857, 1.096, -1.180]], "total_charge": -1, "max_force_ev_per_a": 5.0, "e_above_lowest_kj_mol": 9.5, "lumo_energy_ev": 3.01}

---

2.
{"formula": "C5H7NO", "method": "ωB97M-V/def2-TZVPD", "symbols": ["C", "C", "C", "O", "C", "N", "C", "H", "H", "H", "H", "H", "H", "H"], "coordinates": [[0.948, -0.625, -1.683], [0.169, -0.103, -0.503], [-0.150, 1.297, -0.427], [-1.015, 1.863, 0.269], [-0.510, -0.722, 1.638], [-0.784, 0.303, 2.365], [-0.452, -1.085, 0.328], [1.660, -1.391, -1.367], [1.497, 0.120, -2.271], [0.212, -1.082, -2.355], [0.433, 1.925, -1.138], [-1.194, 1.141, 1.899], [-0.194, 0.439, 3.176], [-0.596, -2.148, 0.055]], "total_charge": 0, "max_force_ev_per_a": 1.0, "e_above_lowest_kj_mol": 315.1, "lumo_energy_ev": [-0.29, -0.29]}

---

3.
{"formula": "C45H61F5OP2PdSeSi", "method": "ωB97M-V/def2-TZVPD", "symbols": ["Pd", "C", "Si", "C", "C", "C", "C", "C", "C", "P", "C", "C", "C", "C", "C", "C", "C", "C", "C", "C", "C", "C", "C", "C", "C", "C", "C", "C", "P", "C", "C", "C", "C", "C", "C", "C", "C", "C", "C", "C", "C", "H", "H", "H", "H", "H", "H", "H", "H", "H", "H", "H", "H", "H", "H", "H", "H", "H", "H", "H", "H", "H", "H", "H", "H", "H", "H", "H", "H", "H", "H", "H", "H", "H", "H", "H", "H", "H", "H", "H", "H", "H", "H", "H", "H", "H", "H", "H", "H", "H", "H", "H", "H", "H", "H", "H", "C", "C", "O", "H", "H", "H", "H", "H", "H", "F", "C", "C", "F", "C", "F", "C", "Se", "C", "F", "C", "F"], "coordinates": [[0.352, 0.592, 0.792], [-1.800, 1.653, 3.367], [-1.688, 1.424, 1.527], [-3.013, 0.171, 1.023], [-4.367, 0.477, 0.823], [-5.300, -0.521, 0.596], [-4.901, -1.852, 0.556], [-3.563, -2.168, 0.712], [-2.621, -1.161, 0.940], [-0.828, -1.441, 1.112], [-0.310, -2.407, -0.369], [1.225, -2.472, -0.356], [1.787, -3.002, -1.672], [1.170, -4.347, -2.042], [-0.352, -4.259, -2.048], [-0.885, -3.793, -0.690], [-0.500, -2.370, 2.662], [-1.021, -3.817, 2.828], [-2.412, -3.969, 3.443], [-2.521, -3.173, 4.736], [-2.238, -1.707, 4.444], [-0.819, -1.515, 3.904], [-2.245, 3.014, 0.734], [-3.419, 3.638, 1.178], [-3.915, 4.763, 0.539], [-3.221, 5.296, -0.540], [-2.036, 4.712, -0.958], [-1.546, 3.565, -0.329], [-0.017, 2.681, -0.823], [0.877, 4.069, -1.723], [0.490, 4.359, -3.186], [1.269, 3.551, -4.217], [2.761, 3.786, -4.041], [3.184, 3.359, -2.641], [2.412, 4.112, -1.556], [-0.796, 1.464, -2.016], [0.246, 0.428, -2.488], [-0.271, -0.385, -3.686], [-1.784, -0.570, -3.603], [-2.507, 0.785, -3.711], [-1.633, 1.948, -3.205], [-2.357, 2.570, 3.574], [-0.819, 1.746, 3.839], [-2.318, 0.812, 3.823], [-4.698, 1.507, 0.822], [-6.341, -0.262, 0.445], [-5.629, -2.638, 0.398], [-3.256, -3.203, 0.661], [-0.614, -1.736, -1.179], [1.545, -3.127, 0.464], [1.635, -1.486, -0.153], [2.872, -3.085, -1.593], [1.579, -2.276, -2.465], [1.483, -5.102, -1.312], [1.535, -4.674, -3.018], [-0.789, -5.228, -2.299], [-0.675, -3.550, -2.820], [-0.575, -4.514, 0.066], [-1.974, -3.777, -0.722], [0.592, -2.434, 2.603], [-0.314, -4.307, 3.507], [-0.965, -4.363, 1.891], [-2.598, -5.030, 3.624], [-3.184, -3.620, 2.756], [-1.791, -3.547, 5.462], [-3.512, -3.297, 5.178], [-2.351, -1.106, 5.351], [-2.976, -1.343, 3.719], [-0.102, -1.782, 4.686], [-0.633, -0.471, 3.679], [-3.949, 3.250, 2.041], [-4.832, 5.224, 0.881], [-3.597, 6.171, -1.053], [-1.503, 5.168, -1.781], [0.504, 4.900, -1.117], [0.713, 5.419, -3.359], [-0.579, 4.237, -3.344], [0.940, 3.830, -5.221], [1.068, 2.485, -4.093], [2.980, 4.851, -4.183], [3.329, 3.235, -4.794], [4.250, 3.539, -2.509], [3.027, 2.286, -2.514], [2.711, 5.166, -1.580], [2.681, 3.718, -0.579], [-1.499, 0.972, -1.334], [0.478, -0.243, -1.659], [1.187, 0.921, -2.741], [0.227, -1.357, -3.718], [-0.017, 0.121, -4.623], [-2.034, -1.050, -2.650], [-2.131, -1.244, -4.388], [-3.435, 0.750, -3.136], [-2.782, 0.975, -4.750], [-2.277, 2.781, -2.916], [-0.989, 2.292, -4.011], [5.387, 2.263, -0.103], [4.222, 1.626, 0.618], [3.137, 1.469, -0.302], [6.233, 2.326, 0.585], [5.155, 3.272, -0.445], [5.690, 1.665, -0.964], [3.914, 2.238, 1.470], [4.525, 0.660, 1.015], [2.381, 1.090, 0.170], [5.725, -4.763, 3.282], [4.929, -3.697, 3.145], [4.792, -3.075, 1.922], [5.475, -3.532, 0.864], [3.962, -1.974, 1.791], [3.931, -1.421, 0.568], [3.229, -1.445, 2.849], [2.056, 0.057, 2.780], [3.411, -2.095, 4.069], [2.769, -1.672, 5.167], [4.234, -3.195, 4.227], [4.358, -3.784, 5.421]], "total_charge": 0, "max_force_ev_per_a": 1.4, "lumo_energy_ev": -0.34}

---

4.
{"formula": "C3H2O", "method": "ωB97M-V/def2-TZVPD", "symbols": ["O", "C", "C", "C", "H", "H"], "coordinates": [[1.483, -0.183, -1.730], [1.001, -0.339, -0.692], [0.471, -0.568, 0.516], [-0.670, 0.149, 0.627], [-0.998, 0.799, -0.185], [-1.328, 0.136, 1.493]], "total_charge": 0, "max_force_ev_per_a": 1.1, "e_above_lowest_kj_mol": 26.2, "lumo_energy_ev": -0.38}

---

5.
{"formula": "C4H14N2O2", "method": "ωB97M-V/def2-TZVPD", "symbols": ["C", "O", "C", "C", "C", "N", "N", "H", "H", "H", "H", "H", "H", "H", "H", "H", "H", "H", "H", "H", "H", "O"], "coordinates": [[-0.858, 1.516, 1.395], [-1.789, 1.115, 2.400], [-0.338, 0.358, 0.429], [0.771, 0.883, -0.540], [1.992, -0.092, -0.590], [3.071, 0.670, 0.116], [-1.491, -0.337, -0.030], [-0.107, 1.901, 2.084], [-1.246, 2.420, 0.747], [0.313, -0.458, 0.933], [0.456, 0.927, -1.619], [1.237, 1.769, -0.139], [1.805, -1.106, -0.254], [2.377, -0.376, -1.607], [3.974, 0.244, -0.023], [2.907, 0.498, 1.150], [-2.602, 0.613, 1.898], [-1.307, -1.180, -0.586], [-2.064, 0.253, -0.661], [-2.182, -3.652, -2.353], [-2.846, -2.892, -1.156], [-2.072, -3.074, -1.592]], "total_charge": 0, "max_force_ev_per_a": 4.6, "e_above_lowest_kj_mol": 213.3, "lumo_energy_ev": 0.67}

---

6.
{"formula": "C8H13N2PS", "method": "ωB97M-V/def2-TZVPD", "symbols": ["C", "C", "C", "C", "C", "C", "C", "C", "N", "N", "P", "S", "H", "H", "H", "H", "H", "H", "H", "H", "H", "H", "H", "H", "H"], "coordinates": [[-2.120, -0.337, 3.751], [-1.736, -1.361, 2.856], [-1.953, 0.994, 3.385], [-1.073, -1.137, 1.682], [-1.328, 1.216, 2.176], [-0.862, 0.170, 1.312], [2.524, -0.273, -0.902], [-1.521, -0.034, -4.065], [1.323, -0.645, -0.053], [-0.407, 0.126, -3.440], [-0.047, 0.435, -0.246], [0.813, 2.327, 0.216], [-2.486, -0.583, 4.809], [-1.653, -2.409, 3.226], [-2.413, 1.752, 4.161], [-0.531, -1.989, 1.287], [-1.144, 2.202, 1.861], [2.109, 0.230, -1.762], [3.090, 0.560, -0.273], [3.210, -1.145, -0.900], [-2.288, -0.749, -3.793], [-1.678, 0.412, -5.070], [1.072, 2.656, -0.984], [1.524, -0.852, 0.890], [-0.121, -0.255, -2.506]], "total_charge": 0, "max_force_ev_per_a": 4.4, "e_above_lowest_kj_mol": 0.0, "lumo_energy_ev": 0.72}

---

7.
{"formula": "C2H13O4S", "method": "ωB97M-V/def2-TZVPD", "symbols": ["C", "C", "S", "H", "H", "H", "H", "H", "H", "H", "O", "H", "H", "O", "H", "H", "O", "H", "H", "O"], "coordinates": [[-1.303, 0.681, -2.054], [-0.543, 1.536, -1.132], [-1.151, 1.410, 0.623], [-2.241, 1.089, -2.308], [-1.660, -0.302, -1.551], [-0.743, 0.329, -2.930], [-0.696, 2.596, -1.269], [0.480, 1.097, -1.046], [-1.374, -0.954, 0.455], [-1.278, -1.442, 1.745], [-1.170, -1.905, 0.964], [1.034, -0.960, -2.308], [1.730, -1.342, -1.011], [1.944, -0.990, -1.906], [1.968, 1.069, 1.662], [0.588, 0.517, 1.847], [1.550, 0.350, 2.078], [1.712, -1.072, 1.230], [0.465, -1.849, 0.809], [1.363, -1.784, 0.591]], "s_squared": 0.7537, "total_charge": -2, "max_force_ev_per_a": 4.4, "spin_multiplicity": 2, "e_above_lowest_kj_mol": 46.5, "lumo_energy_ev": [5.79, 5.69]}

---

8.
{"formula": "C7H13N4", "method": "ωB97M-V/def2-TZVPD", "symbols": ["C", "C", "C", "C", "C", "C", "C", "N", "N", "N", "N", "H", "H", "H", "H", "H", "H", "H", "H", "H", "H", "H", "H", "H"], "coordinates": [[0.679, -2.797, 0.223], [1.474, 3.089, -0.202], [0.292, 2.446, -0.317], [-0.524, -0.608, 1.715], [-1.517, -1.027, -0.102], [-0.100, -0.600, 0.256], [1.052, -1.463, -0.188], [0.187, -3.748, 0.632], [0.638, 1.366, -2.313], [-0.145, 1.651, -1.323], [-1.760, -1.370, 1.339], [1.657, 3.733, 0.639], [2.277, 3.011, -0.920], [-0.465, 2.585, 0.444], [0.115, -1.122, 2.434], [-0.781, 0.377, 2.107], [-2.145, -0.193, -0.412], [-1.646, -1.865, -0.787], [1.984, -1.165, 0.294], [1.178, -1.425, -1.272], [1.596, 1.701, -2.388], [0.222, 0.898, -3.106], [-1.616, -2.377, 1.487], [-2.653, -1.097, 1.760]], "s_squared": 2.0310, "total_charge": 1, "max_force_ev_per_a": 1.8, "spin_multiplicity": 3, "e_above_lowest_kj_mol": 0.0, "lumo_energy_ev": [-3.13, -4.75]}